(1)
Computed, not measured: C32H15B5F9O47V as an isolated structure, with ωB97M-V/def2-TZVPD.

```
109
Properties=species:S:1:pos:R:3:forces:R:3
V 0.6592 0.4917 0.1144 0.35 0.13 0.50
F 1.9981 -1.6127 5.8858 0.93 0.94 -0.02
F 1.3293 -3.6355 5.7560 -0.79 0.82 -0.07
F 5.1411 2.2362 1.2641 -0.75 -1.57 0.96
F 1.5782 -4.9030 2.6791 -0.04 0.88 0.44
F 4.2661 1.4060 3.1469 -0.14 0.16 -1.18
F 1.3527 -6.4477 1.2837 -0.14 -0.55 -0.91
F 0.2478 -2.1748 6.9353 -1.23 0.21 2.06
F 0.0077 -6.3232 2.9341 -0.88 -0.45 0.67
F 6.0173 0.4950 2.3050 -0.59 0.64 -0.44
O -1.4809 -5.1467 1.0102 0.40 -2.55 1.11
O -2.1853 4.7426 -2.0172 -0.46 -0.50 -0.41
O 2.2361 3.3033 -1.9165 -0.07 -0.15 -0.02
O 1.8314 5.4445 0.7855 0.82 -1.01 -2.03
O 1.5130 0.7846 8.7344 -2.26 -0.17 -2.93
O -4.1352 -3.0166 -2.8807 1.22 0.59 0.27
O 0.2710 -0.8913 0.6695 0.30 0.80 -0.58
O -1.8833 2.3637 -2.0770 -0.97 1.28 -0.20
O 0.2375 -0.0460 -7.8839 2.31 0.61 3.13
O 0.8519 4.9676 -5.7767 2.10 0.58 2.45
O -6.6183 -1.3619 -0.9924 3.93 -1.12 -1.00
O 0.1118 -3.6679 0.7207 0.97 0.34 0.07
O -1.5387 0.7323 8.7066 2.57 0.44 -3.51
O -1.1505 1.2703 6.5360 -0.45 0.38 -2.13
O 4.9181 -0.5691 -3.0921 -4.96 1.87 -1.15
O 1.5786 -0.2582 -5.9322 -0.83 -0.13 -1.27
O 0.2556 1.1901 2.2329 -0.32 0.61 2.15
O -0.0152 3.0298 5.2418 -0.30 -1.90 -2.67
O 3.7953 4.9343 -5.7401 -0.45 0.31 2.06
O 2.1741 5.5825 -1.4449 0.35 0.35 -1.26
O 1.8479 2.4563 0.1312 -0.08 2.66 -1.85
O -4.7014 3.3480 -5.4484 1.71 0.02 3.18
O 3.4795 4.8332 -3.4356 -0.40 -0.07 -0.44
O 0.1235 0.7486 4.4517 -0.54 1.03 -0.66
O 4.7771 -0.9880 0.6168 -0.47 4.10 2.31
O -5.9674 -4.0329 -2.1868 0.56 1.00 0.50
O 0.5847 2.8344 -7.1932 0.09 -0.92 0.11
O -0.1384 3.9939 3.0884 -0.20 -3.35 2.19
O 0.6132 -1.8680 3.5182 -0.75 -0.54 2.82
O -1.2773 -1.8342 4.8148 3.82 -0.90 2.32
O -0.4994 -0.3044 -1.8441 -0.86 -1.07 0.09
O -1.9445 3.7410 -6.2903 -1.90 -0.27 3.17
O -1.1245 2.0764 -0.0475 0.86 -0.12 0.60
O 2.1938 0.0754 -1.5518 0.41 0.88 -1.66
O 1.1196 4.7604 -3.5552 0.75 -0.16 2.28
O -2.2557 -1.8052 -1.8746 0.47 0.34 0.56
O -3.2661 -0.8831 -3.8307 0.21 -1.40 0.94
O -1.5920 0.4171 -4.5601 -0.60 -2.26 2.67
O 3.6516 0.3208 -4.8064 -0.64 -0.35 2.19
O -4.5753 -0.9666 -1.9452 0.75 2.19 1.69
O 1.9369 1.9956 -5.6252 1.36 0.17 2.07
O -1.1066 5.1836 -0.1252 -0.29 -1.84 -0.95
O -3.7606 3.4400 -3.3051 -0.60 -0.55 -0.04
O 1.5810 0.6203 -3.6524 0.47 0.46 0.35
O -1.5506 3.7867 -4.0554 -1.07 -0.81 -0.19
O 2.7771 0.1471 0.9942 2.78 0.28 1.03
O 1.2033 1.1880 6.5033 -0.79 0.21 0.54
C 4.8427 1.1015 1.9734 1.49 -0.01 0.39
C 4.2475 -2.1903 0.0809 -1.67 -0.61 0.40
C -2.5008 -4.3696 0.4296 -1.24 0.38 -0.47
C -5.5175 -1.7003 -1.4973 -4.73 -0.21 0.11
C -2.0625 -0.3796 -3.7353 1.13 2.33 -2.22
C -0.2613 -4.6963 1.1893 -0.64 1.01 -0.75
C 0.0901 1.5459 3.4120 0.41 -1.18 -3.05
C -0.1000 3.0028 3.8103 0.82 3.59 1.12
C -3.8578 -4.9925 0.7941 0.33 0.30 0.23
C 3.9928 0.0805 1.1673 -1.82 -3.47 -2.91
C -2.0909 -1.6450 3.7306 -1.43 2.37 -1.91
C 0.0960 -1.9690 4.6263 -1.81 0.58 -4.74
C 1.5608 4.9090 -4.7750 -1.79 0.10 -3.10
C 0.8764 0.3955 -6.9178 -1.37 -0.37 -0.77
C 1.0370 1.9204 -6.5742 -0.35 -0.18 -2.11
C -5.2265 -3.0664 -2.1711 -2.55 -2.71 0.18
C 2.4356 0.3078 -2.7669 0.10 -2.16 1.59
C -2.3503 3.6512 -5.1273 2.71 0.33 -2.82
C 2.0252 4.9620 -0.3210 -1.07 0.39 3.06
C -1.4484 -0.8786 -2.3468 0.12 1.93 -1.19
C -0.7906 0.9181 7.7023 -1.29 -0.95 5.23
C -1.5374 2.8250 -0.9255 1.31 -0.84 -0.21
C -3.7740 3.4231 -4.6227 -1.78 0.22 -3.65
C -3.1402 -2.6703 3.7005 -0.68 -1.77 -0.44
C 3.8271 -0.0759 -3.5228 3.65 -0.23 0.00
C 3.4010 -2.9262 1.1228 -0.14 0.30 -0.17
C 3.1016 4.9318 -4.7433 0.35 -0.59 -1.02
C 0.6538 -5.6024 2.0477 0.66 0.06 -0.36
C -1.5448 4.4019 -0.9535 0.17 1.36 2.38
C 0.9005 -2.3101 5.8441 1.21 -1.93 -0.93
C 2.0220 3.4504 -0.6558 -0.26 -3.07 1.71
C 0.7802 0.8833 7.7323 1.96 0.69 2.45
B 0.0286 1.5781 5.6665 0.48 0.88 0.78
B 2.2710 4.6402 -2.5937 -0.40 0.75 -1.51
B 2.2214 0.7021 -5.0023 -0.86 0.04 -2.11
B -2.3732 3.5559 -2.8738 0.70 0.72 -1.18
B -3.5373 -1.7188 -2.5966 0.36 0.78 -2.33
H -4.6022 -4.2034 0.6873 -0.12 -0.01 0.33
H 2.9205 -3.7961 0.6751 0.40 -0.22 0.01
H -3.7798 -5.3593 1.8176 -0.33 0.25 0.16
H -1.5780 -1.4918 2.7811 0.42 -0.44 0.11
H -2.4227 -4.3100 -0.6560 0.49 0.12 0.04
H 3.9649 -3.1769 2.0213 0.01 -0.18 -0.07
H 2.5404 -2.3213 1.4085 0.12 0.16 0.13
H -2.6318 -0.7101 3.8776 0.30 0.47 0.25
H -4.2488 -5.8167 0.1976 0.61 -0.01 -0.35
H 5.1280 -2.7588 -0.2184 -0.12 0.18 -0.11
H -3.6776 -2.7007 4.6483 0.19 -0.28 0.07
H -3.9006 -2.5621 2.9270 0.13 0.60 -0.14
H 3.5798 -1.9963 -0.7586 0.40 0.26 -0.26
H -2.6727 -3.6215 3.4461 -0.12 -0.45 0.47
H -2.4107 -3.3743 0.8647 -0.12 0.15 -0.25
```
Positions in Å, forces in eV/Å.

E_HOMO (spin up / spin down) in eV: -3.448 / -3.448
E_LUMO (spin up / spin down) in Ha: 0.133 / 0.151
Net charge: -3
Energy relative to the best compared isomer or geometry (same formula, charge and spin) in kcal per mole: 106.4
Spin multiplicity: 2
Frontier orbital gap (spin up / spin down) in eV: 7.1 / 7.6



(2)
Computed, not measured: C32H16ClN8O4W as an isolated structure, with ωB97M-V/def2-TZVPD.

```
62
Properties=species:S:1:pos:R:3:forces:R:3
W -0.4787 -0.4379 -0.0088 0.13 0.08 -0.03
Cl -2.5426 -2.3697 -0.0037 0.01 0.00 -0.02
O -2.5885 -0.8545 0.0110 -0.06 -0.14 0.00
O -3.0782 -2.8668 -1.1973 0.03 0.04 0.02
O -1.0361 -2.5229 0.0097 -0.14 -0.01 0.00
O -3.1035 -2.8925 1.1664 0.04 0.05 -0.01
N -0.1071 -0.1042 -2.0358 -0.02 -0.05 0.06
N -1.1827 1.4548 -0.0131 -0.16 0.23 0.01
N -1.5418 1.7930 2.3783 0.03 0.00 0.01
N 1.6424 -1.6670 2.3969 0.03 0.01 0.00
N -0.1457 -0.1183 2.0281 -0.02 -0.05 -0.03
N -1.4934 1.8124 -2.4053 0.02 0.00 -0.01
N 1.6933 -1.6459 -2.3844 0.01 0.02 -0.01
N 1.3518 -1.2946 0.0030 0.22 -0.12 0.01
C -3.4002 4.0277 1.4032 0.01 -0.01 -0.01
C -0.7009 0.8569 -2.8239 -0.03 0.01 0.03
C 0.9193 -0.0714 6.5161 0.01 -0.02 -0.02
C 0.6167 -0.3547 4.1875 0.01 0.00 -0.01
C -0.6591 1.3567 5.3453 0.00 0.01 0.02
C -0.3267 0.6735 4.1825 0.00 0.00 0.00
C 2.8944 -2.8616 0.7111 0.00 0.00 -0.01
C -2.6115 3.1286 -0.7159 -0.03 0.02 0.05
C 1.9384 -1.8912 -1.1190 -0.04 0.00 -0.01
C -0.2435 0.7038 -4.1896 0.00 0.00 0.01
C 1.0507 -0.0225 -6.5022 0.01 -0.01 0.02
C 0.1016 1.0097 -6.5093 -0.01 0.01 0.02
C 0.7499 -0.8026 2.8174 -0.05 0.01 -0.02
C 1.2632 -0.7396 5.3552 0.01 0.00 0.03
C -0.7561 0.8358 2.8095 -0.02 -0.02 -0.04
C 1.3717 -0.6985 -5.3389 0.01 0.00 -0.03
C 4.5786 -4.5208 0.7332 0.00 0.00 0.00
C -4.1359 4.9367 -0.7277 -0.01 0.01 0.01
C 4.5952 -4.5149 -0.6753 0.01 -0.01 0.01
C 0.7007 -0.3227 -4.1826 0.00 0.00 0.01
C 0.8070 -0.7807 -2.8127 -0.02 -0.01 0.01
C 3.7670 -3.6884 -1.4019 -0.01 0.02 -0.02
C -2.6255 3.1219 0.6779 0.00 -0.01 -0.01
C -0.5534 1.3950 -5.3535 0.00 0.01 -0.03
C 3.7329 -3.6995 1.4457 0.00 0.01 -0.01
C -4.1499 4.9294 0.6813 0.00 0.00 0.00
C -0.0284 0.9623 6.5111 -0.02 0.01 -0.02
C -1.7262 2.0813 -1.1416 0.02 -0.04 -0.02
C -3.3726 4.0431 -1.4450 0.02 -0.01 -0.01
C 2.9102 -2.8555 -0.6824 0.03 -0.02 0.04
C -1.7481 2.0708 1.1134 0.00 0.00 0.00
C 1.9134 -1.9003 1.1359 -0.02 -0.01 0.00
H -3.3568 4.0412 -2.5259 0.00 0.00 0.00
H -4.7662 5.6503 1.2015 0.00 0.00 0.00
H -4.7421 5.6631 -1.2521 0.00 0.00 0.00
H 5.2470 -5.1877 1.2610 0.00 0.00 0.00
H 1.5427 -0.2902 -7.4275 0.00 0.00 0.00
H 2.0005 -1.5302 5.3501 0.00 0.00 0.00
H -3.4036 4.0119 2.4840 -0.01 0.01 0.00
H 3.7728 -3.6782 -2.4828 0.00 0.00 0.00
H -1.2786 2.1968 -5.3508 0.00 0.00 0.00
H 1.3919 -0.3463 7.4494 0.00 0.00 0.00
H 2.1101 -1.4881 -5.3246 0.00 0.00 0.00
H -1.3832 2.1596 5.3333 0.00 0.00 0.00
H -0.1175 1.5154 -7.4400 0.00 0.00 0.00
H -0.2657 1.4616 7.4407 0.00 0.00 0.00
H 3.7105 -3.6957 2.5264 0.01 -0.01 0.00
H 5.2760 -5.1777 -1.1923 0.00 0.00 0.00
```
Positions in Å, forces in eV/Å.

E_HOMO (spin up / spin down) in eV: -9.576 / -9.417
E_LUMO (spin up / spin down) in Ha: -0.180 / -0.188
Net charge: +1
Energy relative to the best compared isomer or geometry (same formula, charge and spin) in kcal per mole: 0.0
Spin multiplicity: 3
Frontier orbital gap (spin up / spin down) in eV: 4.7 / 4.3



(3)
Computed, not measured: C32H19BrCl5CoN4O4S2 as an isolated structure, with ωB97M-V/def2-TZVPD.

```
68
Properties=species:S:1:pos:R:3:forces:R:3
Br -2.8139 5.0530 -4.2244 0.01 -0.07 0.00
Co 0.3323 -0.0825 -0.0752 0.92 0.31 0.47
Cl -1.2798 -2.8020 1.1596 0.14 -0.15 0.12
Cl 0.9874 -7.6820 0.5409 0.00 0.01 -0.02
Cl 3.2255 -3.2998 -1.7257 -0.06 0.01 0.02
Cl 3.1961 -6.3915 -1.2552 0.01 0.02 0.01
Cl -1.2527 -5.8694 1.7439 0.00 0.03 -0.01
S 0.0236 -2.0595 -3.5060 0.17 -0.09 0.19
S -2.8109 -2.8578 -3.0177 0.11 -0.02 -0.05
O 0.6596 0.7150 -1.9494 0.12 -0.33 -0.24
O -5.3033 -0.9690 -0.9647 0.02 0.00 -0.10
O 1.0296 -1.9095 -0.5056 -0.09 0.58 0.10
O -1.6518 0.1316 0.7794 0.01 -0.11 -0.22
N 1.2092 -0.2494 1.7657 -0.61 0.07 0.05
N -1.4919 -1.0417 -1.5539 0.18 0.23 -0.37
N -2.7381 -0.8534 -1.0125 -0.12 0.15 0.15
N 0.2965 1.8418 0.4749 -0.12 -0.39 0.08
C 1.9207 -1.3920 3.7372 0.11 0.00 0.07
C 1.9635 -5.3950 -0.5634 -0.03 0.07 0.00
C -0.6578 2.6572 -1.5762 -0.21 -0.11 0.02
C 0.9746 -5.9817 0.2244 -0.07 0.05 0.03
C -0.0199 -5.1642 0.7601 0.09 0.01 -0.08
C -4.0156 0.2311 0.6788 0.00 -0.01 0.05
C -0.4191 2.6982 -0.1812 -0.01 0.07 -0.16
C -1.4261 -1.8433 -2.5281 -0.51 -0.29 0.07
C 1.6656 -0.3067 4.5190 -0.02 -0.02 0.00
C 0.9710 -3.1549 -0.2633 -0.07 -0.25 -0.25
C 1.6790 -1.3185 2.3519 0.13 -0.16 -0.05
C -4.0377 1.0691 1.7921 -0.07 -0.01 0.01
C 0.5152 2.0155 1.8480 -0.11 0.06 -0.06
C 0.5622 3.1970 3.9579 0.01 0.05 -0.01
C -5.2369 -0.1743 0.1081 0.00 0.09 0.06
C -0.0320 -3.7963 0.5132 -0.11 -0.04 0.07
C -1.7310 -4.1117 -3.7574 -0.15 0.06 0.04
C 1.1851 0.8791 3.9200 0.03 0.00 -0.09
C -0.3777 1.7120 -3.8017 0.04 0.16 -0.26
C 0.9706 0.8568 2.5290 0.04 0.01 0.06
C -0.6523 -3.3935 -4.5391 0.10 0.15 0.01
C -0.0758 1.6369 -2.4062 0.00 0.10 0.21
C -1.7328 3.6749 -3.4728 -0.05 0.15 -0.04
C -5.2272 1.5207 2.3383 0.00 -0.02 0.01
C 0.9414 2.0738 4.6350 -0.02 0.03 0.01
C 1.9654 -4.0279 -0.7938 0.10 -0.05 -0.01
C -6.4308 1.1109 1.7693 0.04 0.01 -0.01
C 0.3710 3.1811 2.5617 -0.02 0.01 -0.02
C -1.1765 2.6931 -4.3165 0.05 -0.11 0.09
C -1.4836 3.6589 -2.1362 -0.01 -0.04 0.02
C -2.6903 -0.1830 0.1289 0.04 -0.01 0.15
C -6.4364 0.2677 0.6748 -0.02 -0.01 0.01
H -1.3949 2.7140 -5.3766 0.00 0.02 0.01
H -3.0830 1.3543 2.2171 -0.01 -0.01 -0.02
H 0.0505 0.9575 -4.4486 -0.01 -0.06 0.06
H -1.3016 -4.7147 -2.9566 0.04 -0.03 -0.03
H 0.4127 4.1253 4.4957 -0.02 -0.02 -0.02
H 0.1110 4.1016 2.0566 -0.02 0.00 0.03
H 1.0713 2.0883 5.7103 0.05 -0.01 -0.02
H 1.8904 -2.1681 1.7197 -0.08 -0.02 -0.04
H -0.9070 3.5065 0.3657 0.14 0.11 -0.04
H 2.3084 -2.3118 4.1530 -0.03 0.00 -0.01
H 0.1810 -4.0559 -4.7796 -0.04 -0.01 -0.03
H -2.3466 -4.7446 -4.3971 0.04 -0.02 -0.01
H -4.3522 -1.1020 -1.2655 -0.06 -0.07 0.04
H -1.0551 -2.9651 -5.4562 -0.04 -0.05 -0.04
H -7.3725 1.4594 2.1789 0.02 -0.03 0.01
H -5.2213 2.1757 3.2010 0.00 0.00 -0.02
H -7.3631 -0.0673 0.2247 0.02 0.03 -0.01
H -1.9212 4.4103 -1.4886 0.03 -0.01 0.00
H 1.8373 -0.3310 5.5889 -0.01 0.00 -0.01
```
Positions in Å, forces in eV/Å.

E_HOMO (spin up / spin down) in eV: -4.822 / -4.810
E_LUMO (spin up / spin down) in Ha: 0.052 / 0.052
Net charge: -1
Spin multiplicity: 2
Frontier orbital gap (spin up / spin down) in eV: 6.2 / 6.2



These records have E_tot values of -183216.5011; -67892.4378; -239599.0947 eV, in the order they appear.